[1]
ORCA calculation (the ωB97M-V functional and the def2-TZVPD basis) on a cluster of 7 separate species, C32H74BBrClF3O24PS6 in total at a distorted geometry.

Values from the calculation:
Maximum force = 4.682 eV Å⁻¹
Frontier orbital gap = 7.16 eV
Total charge = -1
Electronic energy = -9158.4981 hartree
Lowest unoccupied orbital energy = 1.8 eV
Molar mass = 1249.46 g/mol

Each line ends with the Mulliken charge.
Cartesian coordinates (Å):
C  -3.098  3.687  6.459  -0.827
C  -2.018  3.148  5.402  -0.357
O  -2.280  3.753  4.101  -0.318
B  -1.237  3.319  3.204  0.679
O  0.139  3.616  3.522  -0.787
C  -1.550  2.526  1.792  1.631
C  -1.667  3.740  0.758  -0.136
F  -2.505  4.794  1.171  -0.229
F  -0.397  4.277  0.419  -0.329
F  -2.235  3.244  -0.456  -0.235
O  -0.368  1.674  1.725  -0.808
P  -0.723  0.069  1.067  0.310
C  -0.973  -0.791  2.773  -0.169
C  -0.563  -2.352  2.721  0.275
O  0.338  -2.827  2.022  -0.403
Br  -1.660  -3.587  3.881  -0.278
C  -0.048  0.792  -0.585  0.073
Cl  1.735  0.253  -0.719  -0.342
C  -0.782  0.258  -1.910  0.126
C  -0.996  1.527  -2.887  -0.965
O  -2.408  0.488  0.810  -0.541
C  -2.803  1.512  1.762  0.101
C  -4.283  2.129  1.574  -0.330
C  -5.232  1.418  2.682  -0.122
C  -6.781  1.489  2.308  -0.387
O  -7.101  0.750  1.090  -0.374
C  -7.603  1.688  0.085  -0.556
H  -4.138  3.800  6.006  -0.034
H  -2.813  4.714  6.869  0.324
H  -3.135  2.970  7.344  0.351
H  -2.033  2.013  5.303  0.264
H  -0.992  3.440  5.835  0.269
H  0.183  4.440  4.061  0.251
H  -0.997  -1.165  0.350  -0.008
H  0.657  -0.354  1.263  -0.202
H  -2.057  -0.787  3.140  0.052
H  -0.301  -0.225  3.513  0.295
H  -0.009  1.923  -0.547  -0.007
H  -0.042  -0.425  -2.466  -0.145
H  -1.731  -0.335  -1.718  0.341
H  -0.760  1.293  -3.985  0.330
H  -2.085  1.847  -2.832  0.183
H  -0.360  2.427  -2.611  0.243
H  -2.849  1.193  2.871  -0.173
H  -4.336  3.243  1.779  0.289
H  -4.693  1.806  0.567  0.277
H  -4.936  0.323  2.843  0.298
H  -5.118  1.929  3.705  -0.051
H  -7.023  2.607  2.159  0.342
H  -7.491  1.124  3.128  0.129
H  -7.855  1.160  -0.887  0.237
H  -6.766  2.465  -0.047  0.240
H  -8.496  2.278  0.508  0.243
O  -7.945  1.215  5.343  -0.672
S  -7.469  2.005  6.449  1.225
O  -6.343  1.599  7.247  -0.624
O  -8.710  2.339  7.431  -0.263
C  -9.481  1.252  7.945  -0.327
C  -8.750  0.521  9.057  -0.981
C  -7.181  3.657  5.884  -0.680
H  -9.763  0.567  7.140  0.307
H  -10.403  1.679  8.343  0.274
H  -7.863  0.011  8.677  0.297
H  -9.398  -0.228  9.516  0.388
H  -8.416  1.222  9.825  0.255
H  -8.045  3.991  5.312  0.343
H  -6.294  3.642  5.251  0.007
H  -7.011  4.301  6.746  0.378
O  1.272  -3.041  -4.377  -0.695
S  2.601  -2.570  -4.083  1.195
O  3.232  -1.545  -4.874  -0.647
O  3.600  -3.842  -3.988  -0.158
C  3.663  -4.743  -5.093  -0.133
C  4.457  -4.159  -6.246  -0.900
C  2.681  -2.095  -2.382  -0.540
H  2.658  -5.034  -5.412  0.343
H  4.163  -5.647  -4.737  -0.054
H  3.944  -3.300  -6.682  0.213
H  4.597  -4.902  -7.035  0.413
H  5.436  -3.813  -5.906  0.266
H  2.242  -2.884  -1.774  0.284
H  2.112  -1.166  -2.260  -0.063
H  3.723  -1.926  -2.112  0.457
O  5.057  0.013  -10.029  -0.658
S  4.064  -1.027  -9.968  1.216
O  4.346  -2.311  -9.384  -0.559
O  3.448  -1.252  -11.447  -0.279
C  4.344  -1.533  -12.521  -0.356
C  4.846  -2.965  -12.473  -0.976
C  2.602  -0.380  -9.210  -0.942
H  5.175  -0.822  -12.524  0.322
H  3.786  -1.380  -13.447  0.269
H  5.479  -3.131  -11.600  0.292
H  5.435  -3.197  -13.364  0.380
H  4.010  -3.665  -12.406  0.260
H  2.356  0.574  -9.673  0.345
H  2.812  -0.241  -8.149  0.359
H  1.792  -1.097  -9.337  0.317
O  5.003  -9.831  -3.223  -0.675
S  5.839  -8.660  -3.258  1.261
O  5.939  -7.832  -4.430  -0.595
O  7.330  -9.065  -2.779  -0.270
C  7.998  -10.127  -3.461  -0.365
C  8.514  -9.685  -4.818  -0.975
C  5.432  -7.627  -1.879  -0.997
H  7.342  -10.998  -3.551  0.326
H  8.842  -10.422  -2.835  0.264
H  7.691  -9.460  -5.499  0.293
H  9.122  -10.471  -5.274  0.380
H  9.115  -8.778  -4.726  0.262
H  5.395  -8.237  -0.978  0.363
H  4.457  -7.182  -2.074  0.381
H  6.186  -6.845  -1.790  0.342
O  -3.803  8.115  2.103  -0.667
S  -2.815  8.097  3.149  1.207
O  -3.184  8.144  4.540  -0.639
O  -1.727  9.259  2.861  -0.271
C  -2.192  10.597  2.687  -0.363
C  -2.577  11.235  4.009  -0.989
C  -1.740  6.714  2.901  -0.439
H  -3.023  10.625  1.976  0.330
H  -1.369  11.162  2.243  0.272
H  -3.451  10.746  4.442  0.302
H  -2.817  12.292  3.871  0.389
H  -1.764  11.145  4.732  0.256
H  -1.423  6.694  1.861  0.380
H  -2.299  5.812  3.141  -0.113
H  -0.885  6.810  3.569  0.397
O  5.986  -4.251  0.882  -0.686
S  5.004  -3.286  1.307  1.216
O  4.829  -2.035  0.620  -0.537
O  5.203  -2.992  2.885  -0.268
C  6.489  -2.572  3.340  -0.344
C  6.757  -1.118  2.998  -0.971
C  3.427  -4.084  1.432  -0.788
H  7.270  -3.224  2.939  0.305
H  6.494  -2.692  4.426  0.266
H  6.840  -0.975  1.919  0.276
H  7.691  -0.780  3.455  0.389
H  5.940  -0.482  3.347  0.260
H  3.545  -5.015  1.985  0.386
H  3.078  -4.290  0.420  0.262
H  2.728  -3.418  1.936  0.245

***

[2]
ORCA calculation (the ωB97M-V functional and the def2-TZVPD basis) on a cluster of 4 separate species, C32H74FIN3O16P4S in total at a distorted geometry.

Values from the calculation:
Maximum force = 5.278 eV Å⁻¹
Frontier orbital gap = 7.08 eV
Total charge = -1
Electronic energy = -4793.1857 hartree
Lowest unoccupied orbital energy = 2.1 eV
Molar mass = 1058.81 g/mol

Each line ends with the Mulliken charge.
Cartesian coordinates (Å):
C  -0.406  0.179  3.405  -1.236
C  -1.183  0.091  2.066  0.143
N  -0.662  1.107  1.173  -0.414
P  -1.448  1.366  -0.445  2.629
C  -1.792  -0.454  -0.807  -1.395
C  -0.581  -1.324  -1.142  -0.887
O  0.403  -1.353  -0.124  -0.343
C  1.714  -1.376  -0.621  0.496
C  2.153  -2.770  -1.065  -1.570
C  -3.164  1.836  0.271  -1.816
C  -4.322  0.872  0.040  0.408
O  -4.430  -0.145  1.054  -0.539
C  -5.640  1.677  0.103  -0.831
N  -6.819  0.936  -0.351  -0.617
C  -2.205  1.832  -2.207  -0.262
C  -2.264  3.309  -2.583  -1.819
F  -1.431  1.253  -3.259  -0.411
O  0.067  1.257  -1.263  0.098
C  0.869  2.380  -1.208  -1.049
C  0.250  3.447  -0.286  0.223
I  0.613  5.454  -1.201  -0.133
N  0.921  3.665  1.074  -0.544
C  1.806  2.936  1.392  0.650
S  2.965  1.965  1.794  -0.512
O  -1.010  3.153  -0.082  -0.520
H  -1.064  -0.099  4.232  0.477
H  -0.161  1.229  3.584  0.210
H  0.493  -0.431  3.401  0.249
H  -1.050  -0.931  1.726  0.060
H  -2.238  0.199  2.353  -0.183
H  -0.881  1.974  1.651  0.485
H  -2.412  -0.541  -1.703  0.420
H  -2.356  -0.988  -0.043  0.396
H  -0.179  -1.108  -2.134  0.144
H  -0.970  -2.354  -1.228  0.453
H  1.843  -0.670  -1.448  -0.171
H  2.383  -1.048  0.179  0.365
H  2.105  -3.447  -0.210  0.355
H  1.438  -3.155  -1.794  0.314
H  3.159  -2.757  -1.481  0.401
H  -3.117  2.030  1.347  0.737
H  -3.454  2.797  -0.156  0.568
H  -4.356  0.378  -0.930  0.067
H  -4.727  0.333  1.835  0.472
H  -5.509  2.518  -0.586  0.358
H  -5.773  2.108  1.098  0.510
H  -7.405  0.628  0.408  0.288
H  -6.534  0.154  -0.923  0.257
H  -3.208  1.427  -2.364  0.711
H  -1.297  3.645  -2.945  0.250
H  -2.697  3.950  -1.822  0.213
H  -2.933  3.389  -3.449  0.507
H  0.742  2.839  -2.203  0.241
H  1.951  2.233  -1.164  0.045
O  4.694  3.654  8.696  -0.758
P  4.370  2.315  8.177  1.066
O  2.779  2.084  8.206  -0.317
C  1.863  3.025  7.650  -0.447
C  1.916  3.033  6.130  -0.903
O  4.850  1.290  9.333  -0.361
C  5.571  1.744  10.473  -0.298
C  4.638  2.071  11.621  -1.025
O  4.678  1.222  7.035  -0.346
C  5.111  1.531  5.703  -0.032
C  6.070  2.697  5.610  -1.206
H  2.050  4.035  8.025  0.266
H  0.882  2.719  8.009  0.356
H  2.854  3.468  5.773  0.203
H  1.099  3.626  5.720  0.481
H  1.846  2.019  5.737  0.271
H  6.198  2.599  10.220  0.322
H  6.240  0.930  10.761  0.327
H  3.832  2.731  11.300  0.278
H  5.183  2.552  12.436  0.353
H  4.176  1.161  12.006  0.274
H  4.231  1.703  5.079  0.123
H  5.595  0.632  5.322  0.299
H  5.601  3.626  5.951  0.347
H  6.388  2.843  4.578  0.398
H  6.952  2.524  6.230  0.334
O  4.211  1.859  -4.689  -0.758
P  4.077  0.395  -4.737  0.764
O  2.674  -0.046  -4.083  0.094
C  1.448  0.565  -4.497  0.626
C  0.981  0.045  -5.843  -1.382
O  5.063  -0.171  -3.594  -0.342
C  5.916  0.702  -2.855  -0.478
C  5.177  1.165  -1.621  -0.562
O  4.371  -0.876  -5.689  -0.368
C  4.365  -0.787  -7.123  -0.219
C  4.904  0.524  -7.656  -1.157
H  1.555  1.652  -4.518  0.309
H  0.711  0.326  -3.730  -0.468
H  1.647  0.382  -6.645  0.313
H  -0.022  0.410  -6.068  0.425
H  0.969  -1.046  -5.851  0.321
H  6.250  1.546  -3.458  0.327
H  6.807  0.130  -2.588  0.338
H  4.195  1.537  -1.911  -0.022
H  5.706  1.957  -1.088  0.398
H  5.008  0.336  -0.933  0.229
H  3.351  -0.967  -7.493  0.261
H  4.982  -1.611  -7.482  0.325
H  4.282  1.368  -7.344  0.340
H  4.924  0.510  -8.746  0.397
H  5.915  0.705  -7.289  0.326
O  -4.540  -5.201  -1.473  -0.767
P  -5.374  -4.467  -2.436  1.091
O  -4.507  -3.284  -3.109  -0.258
C  -3.226  -3.562  -3.672  -0.016
C  -3.333  -4.254  -5.019  -1.238
O  -6.383  -3.575  -1.560  -0.357
C  -6.433  -3.685  -0.133  -0.567
C  -5.488  -2.684  0.496  -0.335
O  -6.491  -4.685  -3.584  -0.367
C  -6.570  -5.883  -4.372  -0.251
C  -6.215  -7.142  -3.606  -1.132
H  -2.628  -4.157  -2.978  0.305
H  -2.729  -2.599  -3.788  0.180
H  -3.720  -5.272  -4.904  0.232
H  -2.355  -4.321  -5.496  0.438
H  -4.010  -3.709  -5.678  0.287
H  -6.215  -4.703  0.191  0.346
H  -7.463  -3.473  0.163  0.380
H  -4.491  -2.739  0.061  0.055
H  -5.408  -2.853  1.571  0.387
H  -5.845  -1.675  0.336  -0.052
H  -5.936  -5.779  -5.257  0.260
H  -7.598  -5.948  -4.727  0.331
H  -5.176  -7.124  -3.269  0.338
H  -6.346  -8.020  -4.240  0.392
H  -6.848  -7.248  -2.724  0.329

***

[3]
ORCA calculation (the ωB97M-V functional and the def2-TZVPD basis) on a structure of composition C32H75BF4N6O7 at a distorted geometry.

Values from the calculation:
Maximum force = 10.789 eV Å⁻¹
Frontier orbital gap = 10.07 eV
Total charge = 0
Electronic energy = -2543.3528 hartree
Lowest unoccupied orbital energy = 0.0 eV
Molar mass = 742.79 g/mol

Each line ends with the Mulliken charge.
Cartesian coordinates (Å):
C  -3.817  1.110  -1.588  -1.689
C  -2.243  0.656  -1.528  -0.548
C  -2.078  -0.241  -0.191  -1.629
N  -0.645  -0.565  -0.044  2.049
C  0.236  0.589  0.224  -3.607
C  0.010  -1.267  -1.189  -1.189
C  1.101  -2.229  -0.571  -0.915
C  0.849  -2.212  1.001  0.286
C  -0.436  -1.452  1.210  0.535
H  -4.198  1.756  -0.649  -0.057
H  -4.413  0.181  -1.492  0.415
H  -4.063  1.522  -2.443  0.733
H  -1.653  1.536  -1.463  0.127
H  -2.082  -0.015  -2.259  0.703
H  -2.778  -1.135  -0.453  -0.358
H  -2.606  0.025  0.599  1.697
H  0.485  1.203  -0.447  2.348
H  1.186  0.423  0.587  0.785
H  -0.079  1.224  1.014  -0.090
H  0.254  -0.555  -1.908  -0.029
H  -0.645  -1.839  -1.496  1.559
H  1.878  -1.696  -0.731  0.133
H  0.928  -3.244  -1.155  0.343
H  1.642  -1.839  1.608  -0.683
H  0.823  -3.311  1.197  0.230
H  -0.397  -0.744  2.190  -1.062
H  -1.272  -2.149  1.222  0.715
B  -1.895  -0.354  5.069  -0.092
F  -1.482  0.112  3.888  0.146
F  -2.785  0.485  5.636  -0.353
F  -2.373  -1.606  4.842  -0.346
F  -0.815  -0.401  5.981  -0.408
C  2.007  -4.020  -4.561  0.077
C  1.413  -5.184  -5.325  0.092
N  0.959  -6.078  -5.993  -0.410
H  2.240  -3.170  -5.340  0.221
H  1.508  -3.604  -3.844  -0.302
H  3.116  -4.234  -4.238  0.336
C  -1.581  -5.153  4.265  -0.354
C  -0.054  -4.759  4.015  0.382
N  1.066  -4.459  3.930  -0.449
H  -1.931  -4.660  5.159  0.262
H  -2.201  -4.636  3.493  -0.164
H  -1.862  -6.185  4.119  0.354
C  4.595  -2.413  1.589  0.156
C  6.047  -2.708  1.027  0.001
N  7.106  -3.040  0.769  -0.390
H  4.207  -1.609  0.903  -0.373
H  4.079  -3.334  1.564  0.426
H  4.581  -1.958  2.725  0.212
C  -4.153  -4.552  0.505  -0.517
C  -4.096  -3.843  -0.856  0.352
N  -4.105  -3.227  -1.832  -0.457
H  -3.099  -4.650  1.052  0.004
H  -4.795  -4.248  1.380  0.224
H  -4.232  -5.609  0.244  0.428
C  4.806  0.620  -3.808  -0.360
C  3.894  -0.604  -3.488  0.354
N  3.101  -1.427  -3.272  -0.332
H  4.727  1.199  -3.078  -0.292
H  5.735  0.085  -3.828  0.424
H  4.794  1.077  -4.951  0.245
C  -0.422  -0.696  -4.968  -0.767
C  0.350  0.600  -4.903  -0.258
O  0.155  1.242  -3.636  0.112
H  -0.239  -1.248  -5.882  0.447
H  -1.481  -0.495  -4.951  0.295
H  -0.104  -1.280  -4.060  -0.118
H  0.227  1.518  -5.815  0.209
H  1.427  0.492  -5.006  0.237
H  0.776  1.963  -3.384  0.011
C  -3.792  3.944  2.365  -1.013
C  -3.091  2.833  3.141  -0.404
O  -1.908  2.515  2.418  -0.165
H  -4.375  3.391  1.578  0.092
H  -3.158  4.921  2.081  0.136
H  -4.674  4.305  2.937  0.456
H  -3.684  2.128  3.300  0.352
H  -2.820  3.317  4.054  0.382
H  -1.388  1.923  2.848  0.105
C  3.849  1.184  0.274  -0.320
C  4.664  2.318  -0.370  -0.690
O  5.171  3.180  0.635  -0.526
H  4.411  0.452  0.897  0.338
H  3.301  0.544  -0.326  0.058
H  3.160  1.548  1.028  0.185
H  4.071  2.749  -1.168  0.130
H  5.341  1.876  -1.067  0.472
H  5.900  3.647  0.140  0.362
C  2.699  3.833  -4.613  -0.725
C  1.917  4.231  -3.382  -0.392
O  1.903  3.272  -2.371  -0.305
H  2.320  2.615  -4.802  -0.130
H  3.672  3.643  -4.316  0.354
H  2.374  4.358  -5.519  0.329
H  0.729  4.377  -3.728  0.139
H  2.149  5.179  -2.923  0.516
H  1.432  3.633  -1.485  0.289
C  -2.077  4.448  -0.949  -0.867
C  -0.802  4.783  -0.101  -0.627
O  0.150  3.794  -0.332  -0.523
H  -2.002  4.328  -2.065  0.246
H  -2.648  5.336  -0.924  0.544
H  -2.348  3.578  -0.481  -0.036
H  -1.142  4.942  0.865  0.246
H  -0.424  5.621  -0.430  0.645
H  0.802  3.651  0.362  0.207
C  2.512  -1.041  4.475  -0.434
C  2.399  0.390  4.260  -0.824
O  1.381  0.663  3.274  -0.224
H  1.662  -1.348  5.135  0.248
H  3.688  -1.170  5.165  0.241
H  2.583  -1.634  3.660  -0.176
H  3.241  0.785  3.845  0.586
H  2.249  0.838  5.075  0.494
H  0.575  0.348  3.754  0.035
C  -5.469  -0.898  1.168  -1.056
C  -4.883  -1.095  2.496  -0.222
O  -3.675  -1.765  2.329  -0.111
H  -5.163  -0.055  0.584  -0.183
H  -6.317  -0.440  1.273  0.742
H  -5.714  -1.745  0.463  0.198
H  -5.560  -1.638  3.042  0.663
H  -4.902  -0.074  2.942  0.026
H  -3.493  -2.199  3.107  0.065